1.
{
  "formula": "C48H45BrN6O3Se2SiTi",
  "method": "the ωB97M-V functional and the def2-TZVPD basis",
  "e_above_lowest_kcal_mol": 23.52,
  "energy_ha": -10926.0475,
  "molar_mass_g_mol": 1067.7,
  "fmax_ev_per_a": 0.70,
  "charge": 2,
  "e_homo_ev": -11.83,
  "orbital_gap_ev": 5.39,
  "symbols": ["Ti", "C", "Se", "C", "C", "Se", "C", "H", "H", "H", "H", "H", "H", "H", "H", "H", "H", "C", "O", "C", "C", "C", "C", "C", "C", "C", "N", "C", "C", "N", "C", "C", "C", "C", "N", "C", "C", "N", "C", "C", "C", "C", "H", "H", "H", "H", "H", "H", "H", "H", "H", "H", "H", "H", "H", "H", "N", "C", "O", "C", "C", "C", "C", "N", "C", "H", "H", "H", "H", "H", "H", "O", "Si", "C", "C", "C", "C", "C", "C", "C", "C", "C", "C", "C", "C", "C", "C", "C", "C", "C", "C", "H", "H", "H", "H", "H", "H", "H", "H", "H", "H", "H", "H", "H", "H", "H", "Br"],
  "positions_angstrom": [[-0.14774, -0.82635, -0.20328], [-1.77654, 4.26208, 3.01693], [-2.07612, 3.37904, 1.31485], [-2.68427, 1.67177, 2.01130], [-1.71277, 0.95494, 2.91136], [0.06228, 0.80945, 2.12695], [0.73063, -0.42948, 3.45800], [-1.57158, 5.30606, 2.79301], [-0.92120, 3.83833, 3.53748], [-2.67446, 4.20056, 3.62732], [-2.92953, 1.06994, 1.13702], [-3.61943, 1.82880, 2.55315], [-2.05229, -0.05783, 3.15092], [-1.55730, 1.49303, 3.84902], [0.62055, 0.05474, 4.42710], [1.78868, -0.59030, 3.26553], [0.17144, -1.36369, 3.43802], [9.03917, 8.30986, -4.66494], [9.30584, 7.12705, -3.91941], [8.26724, 6.36813, -3.53478], [6.93120, 6.65643, -3.80861], [5.94121, 5.79870, -3.36090], [6.25915, 4.65347, -2.64295], [7.60420, 4.37647, -2.37068], [8.59874, 5.21769, -2.80770], [5.18581, 3.77774, -2.19112], [3.89604, 3.98559, -2.36952], [3.28370, 2.92014, -1.78767], [4.19940, 2.04517, -1.24256], [5.42394, 2.60801, -1.50906], [3.82074, 0.86895, -0.53934], [4.69119, -0.02165, 0.10948], [4.18411, -1.10318, 0.78746], [2.80507, -1.31164, 0.79947], [1.96157, -0.48670, 0.19630], [2.43713, 0.60267, -0.45813], [1.46400, 1.50105, -1.04163], [0.14314, 1.18139, -0.89977], [-0.76028, 2.05023, -1.33123], [-0.42264, 3.26234, -1.93922], [0.89678, 3.56840, -2.13700], [1.87795, 2.67368, -1.67580], [10.00847, 8.75567, -4.86491], [8.42951, 9.00526, -4.08512], [8.54317, 8.06995, -5.60713], [6.65599, 7.53918, -4.36358], [4.90507, 6.02225, -3.57040], [7.90215, 3.50235, -1.80762], [9.63877, 5.01444, -2.60030], [6.33085, 2.24739, -1.27377], [5.75956, 0.14515, 0.08373], [4.83259, -1.79941, 1.29756], [2.37750, -2.17609, 1.29434], [-1.79784, 1.76580, -1.21330], [-1.21232, 3.92793, -2.25359], [1.20981, 4.48249, -2.62209], [1.05165, -2.09357, -5.43155], [1.79746, -3.03450, -4.80571], [2.70626, -3.64456, -5.31756], [1.45347, -3.28519, -3.36231], [1.52865, -4.57840, -2.84513], [1.24470, -4.78916, -1.50644], [0.87962, -3.70928, -0.71968], [0.84735, -2.46303, -1.20329], [1.16035, -2.25992, -2.49159], [1.23423, -1.92553, -6.40829], [0.18825, -1.76022, -5.03777], [1.80941, -5.39459, -3.49658], [1.26428, -5.77821, -1.07343], [0.58487, -3.84658, 0.31284], [1.13570, -1.23301, -2.84472], [-1.14881, -1.80470, 0.80529], [-2.35321, -2.90490, 1.41813], [-1.95759, -3.04056, 3.22193], [-2.81842, -2.54138, 4.20157], [-2.49046, -2.61766, 5.54892], [-1.29641, -3.20110, 5.94152], [-0.42617, -3.71160, 4.98587], [-0.75762, -3.62908, 3.64351], [-2.08203, -4.48765, 0.49456], [-1.71112, -5.68783, 1.10543], [-1.61121, -6.86248, 0.36927], [-1.90032, -6.85986, -0.98651], [-2.29282, -5.68117, -1.60947], [-2.38122, -4.51121, -0.87543], [-4.04648, -2.24340, 1.11183], [-4.39824, -1.08428, 0.42577], [-5.72747, -0.71849, 0.26760], [-6.72994, -1.51774, 0.79354], [-6.40392, -2.68874, 1.46398], [-5.07595, -3.04990, 1.61641], [-3.76169, -2.09268, 3.91276], [-3.17368, -2.23017, 6.29216], [-1.04740, -3.26961, 6.99128], [0.50049, -4.17927, 5.29011], [-0.06478, -4.03661, 2.91319], [-1.51642, -5.72587, 2.16906], [-1.33315, -7.78315, 0.86281], [-1.84598, -7.78028, -1.55106], [-2.54791, -5.68342, -2.66064], [-2.71510, -3.60842, -1.37225], [-3.63310, -0.47052, -0.02940], [-5.98211, 0.18328, -0.27233], [-7.76665, -1.23574, 0.67352], [-7.18539, -3.32055, 1.86210], [-4.84758, -3.97360, 2.13669], [-1.77086, -0.90427, -2.06479]],
  "forces_ev_per_a": [[-0.55, -0.41, 0.15], [0.00, 0.06, 0.01], [0.03, 0.12, 0.11], [-0.30, 0.01, -0.02], [0.02, -0.13, 0.22], [0.09, -0.02, -0.24], [0.00, -0.04, 0.05], [0.00, 0.00, 0.00], [0.00, -0.02, -0.01], [0.00, -0.01, -0.01], [0.03, 0.00, 0.00], [0.03, 0.01, -0.04], [0.03, 0.09, -0.05], [-0.04, -0.04, -0.04], [0.01, -0.04, -0.01], [-0.02, -0.03, 0.02], [0.06, 0.09, -0.01], [0.02, 0.01, 0.00], [-0.08, -0.08, 0.05], [0.17, 0.04, -0.01], [-0.03, -0.03, 0.02], [0.06, 0.11, -0.06], [-0.07, -0.15, 0.08], [0.05, 0.10, -0.06], [-0.14, 0.01, -0.01], [0.33, 0.06, -0.02], [-0.05, -0.09, 0.06], [-0.15, 0.02, 0.00], [0.10, -0.20, 0.07], [-0.29, 0.07, -0.04], [0.00, 0.14, 0.02], [-0.02, -0.03, 0.02], [-0.09, 0.01, -0.02], [0.07, -0.07, 0.00], [0.05, 0.12, -0.18], [-0.09, 0.13, -0.07], [0.19, -0.05, 0.22], [0.27, 0.37, -0.39], [0.00, -0.04, 0.00], [0.00, -0.07, -0.03], [0.00, -0.06, 0.02], [0.04, 0.09, -0.02], [-0.03, 0.00, -0.01], [0.00, 0.01, -0.01], [0.00, 0.02, 0.00], [0.00, 0.03, -0.02], [-0.03, -0.02, 0.00], [-0.01, -0.08, 0.04], [0.04, 0.01, -0.01], [0.03, -0.01, 0.00], [0.03, 0.00, -0.01], [0.01, -0.02, 0.02], [0.01, 0.03, -0.01], [0.05, 0.02, -0.05], [-0.03, 0.01, -0.01], [0.00, 0.03, -0.02], [-0.01, 0.13, 0.08], [0.08, -0.07, -0.04], [0.02, -0.05, -0.04], [0.20, -0.09, 0.32], [-0.02, 0.06, 0.09], [-0.03, 0.07, -0.04], [0.00, -0.13, -0.02], [-0.34, 0.00, 0.06], [-0.13, 0.19, -0.29], [-0.03, -0.02, 0.00], [-0.01, -0.02, -0.06], [0.00, -0.02, -0.05], [0.01, -0.02, 0.01], [0.02, 0.01, -0.04], [0.01, -0.06, 0.02], [0.00, -0.20, 0.15], [0.30, 0.15, -0.12], [0.08, -0.06, 0.13], [0.00, 0.04, -0.03], [-0.02, 0.02, 0.00], [0.02, -0.02, 0.00], [-0.03, 0.01, 0.00], [-0.01, -0.03, -0.02], [-0.10, -0.13, -0.11], [0.06, -0.01, -0.01], [0.00, 0.03, 0.02], [0.00, 0.01, 0.00], [0.05, -0.04, 0.01], [-0.03, 0.03, 0.02], [-0.11, -0.07, 0.03], [0.04, 0.07, -0.05], [0.01, -0.03, 0.03], [-0.02, 0.00, 0.00], [-0.01, 0.01, -0.01], [-0.04, 0.07, 0.01], [-0.02, 0.01, -0.01], [-0.02, 0.01, 0.02], [0.01, 0.00, 0.03], [0.02, -0.01, 0.01], [0.00, -0.01, -0.03], [-0.01, 0.02, 0.05], [0.01, -0.04, 0.02], [0.01, -0.03, -0.03], [-0.01, 0.01, -0.03], [-0.01, 0.06, 0.00], [0.01, -0.01, 0.02], [0.00, 0.03, -0.02], [-0.03, 0.01, -0.01], [-0.02, -0.02, 0.01], [0.05, -0.05, 0.03], [0.25, 0.08, 0.17]]
}



2.
{
  "formula": "C6H10S",
  "method": "the ωB97M-V functional and the def2-TZVPD basis",
  "e_above_lowest_kcal_mol": 112.94,
  "energy_ha": -632.6295,
  "smiles": "C[C@@]12CSC[C@H]1C2",
  "molar_mass_g_mol": 114.2,
  "fmax_ev_per_a": 4.22,
  "e_homo_ev": -8.40,
  "orbital_gap_ev": 9.26,
  "symbols": ["C", "C", "C", "S", "C", "C", "C", "H", "H", "H", "H", "H", "H", "H", "H", "H", "H"],
  "positions_angstrom": [[1.08985, -1.19623, 1.00034], [0.90528, -0.29980, -0.26511], [-0.19501, -0.87060, -1.03011], [-1.71567, -0.21973, -0.03122], [-0.67649, 1.21244, 0.74186], [0.49013, 1.15989, -0.13081], [1.92533, 0.67601, -0.38559], [2.29220, -1.59018, 0.78865], [0.14490, -2.06229, 1.08020], [1.20986, -0.53373, 1.94154], [-0.33217, -1.94578, -1.07583], [-0.10514, -0.42790, -1.99538], [-0.55547, 1.07651, 1.85460], [-1.52526, 1.93993, 0.50273], [0.13671, 1.56535, -1.14928], [2.28842, 1.05355, -1.35191], [2.66215, 0.34989, 0.32073]],
  "forces_ev_per_a": [[1.42, -0.66, 0.36], [-2.20, -2.72, 1.49], [-1.21, 0.15, -0.57], [1.09, -0.43, -0.41], [-2.83, -0.12, 1.39], [0.57, 0.99, -1.75], [1.19, 1.28, -1.08], [-3.66, 0.21, 0.94], [3.33, 2.59, 0.05], [-0.50, -1.37, -1.20], [0.31, -0.13, -0.03], [-0.85, 0.07, -1.09], [-0.09, 0.04, -1.29], [2.01, 0.07, 0.70], [0.66, -0.82, 1.43], [0.03, -0.22, 0.54], [0.73, 1.08, 0.52]]
}



3.
{
  "formula": "H4O2",
  "method": "the ωB97M-V functional and the def2-TZVPD basis",
  "e_above_lowest_kcal_mol": 5.69,
  "energy_ha": -152.8659,
  "smiles": "O.O",
  "molar_mass_g_mol": 36.0,
  "fmax_ev_per_a": 1.79,
  "e_homo_ev": -11.41,
  "orbital_gap_ev": 12.11,
  "symbols": ["O", "H", "H", "O", "H", "H"],
  "positions_angstrom": [[0.33113, -1.41907, -0.47178], [-0.18918, -1.24668, 0.33742], [1.05039, -2.05669, -0.22157], [-0.43151, 1.86415, 0.35753], [-1.17674, 1.27815, 0.08200], [0.41591, 1.58014, -0.08360]],
  "forces_ev_per_a": [[0.60, -0.63, 0.72], [0.59, -0.29, -0.50], [-1.17, 0.97, -0.19], [0.37, -0.70, -0.55], [1.33, 0.59, 0.02], [-1.72, 0.06, 0.50]]
}



4.
{
  "formula": "C2H11NO3",
  "method": "the ωB97M-V functional and the def2-TZVPD basis",
  "e_above_lowest_kcal_mol": 7.97,
  "spin_multiplicity": 2,
  "energy_ha": -362.9477,
  "molar_mass_g_mol": 97.1,
  "fmax_ev_per_a": 2.87,
  "charge": 1,
  "e_homo_ev": [-14.96, -15.00],
  "orbital_gap_ev": [10.68, 7.48],
  "s2": 0.761,
  "symbols": ["C", "C", "N", "H", "H", "H", "H", "H", "H", "H", "O", "H", "H", "O", "H", "H", "O"],
  "positions_angstrom": [[-1.43249, -1.04783, -0.86436], [-0.10736, -1.48954, -1.01910], [0.94854, -1.12887, -0.35956], [-1.79956, -0.73722, 0.11293], [-2.13970, -1.03810, -1.67928], [0.08931, -2.15843, -1.85426], [0.88795, -0.82241, 0.63705], [1.68314, -1.83833, -0.41867], [-0.28791, 2.21250, -2.68700], [-0.21675, 1.33729, -1.45505], [-0.56931, 2.18313, -1.76397], [-1.00717, 0.85975, 1.60671], [-0.94256, 2.30592, 1.05725], [-0.40027, 1.56490, 1.36261], [2.29251, 0.16748, 1.89731], [1.30289, 0.06894, 3.07213], [1.69872, -0.43919, 2.35526]],
  "forces_ev_per_a": [[-0.10, 0.31, 0.93], [-0.66, 0.00, -1.63], [0.16, -1.84, 2.20], [0.15, 0.16, -0.28], [0.08, -0.29, -0.13], [-0.04, 0.11, -0.12], [-0.01, 0.83, -0.33], [0.42, 0.69, -0.43], [-0.10, 0.25, 0.02], [0.04, 0.41, 0.13], [0.09, -0.59, -0.09], [-0.19, 0.32, 0.22], [0.06, -0.13, 0.04], [0.12, -0.25, -0.28], [0.06, 0.21, 0.36], [0.04, 0.09, -0.04], [-0.13, -0.27, -0.57]]
}



5.
{
  "formula": "CH3ClN2S",
  "method": "the ωB97M-V functional and the def2-TZVPD basis",
  "e_above_lowest_kcal_mol": 28.32,
  "energy_ha": -1007.7371,
  "smiles": "NNC(=S)Cl",
  "molar_mass_g_mol": 110.6,
  "fmax_ev_per_a": 4.15,
  "e_homo_ev": -8.80,
  "orbital_gap_ev": 8.95,
  "symbols": ["N", "N", "C", "S", "Cl", "H", "H", "H"],
  "positions_angstrom": [[-1.49863, -0.12611, 0.02131], [-0.16296, 0.60677, -0.07754], [1.08998, 0.04302, -0.01262], [2.43348, 1.01189, -0.20298], [1.33547, -1.64115, 0.00397], [-1.43487, -1.10002, -0.25629], [-1.58073, -0.32271, 0.97108], [-0.18174, 1.52830, -0.44694]],
  "forces_ev_per_a": [[2.15, 1.37, -1.28], [-0.87, -4.00, 0.68], [0.38, 2.45, -1.18], [-0.84, -0.40, 0.34], [-0.88, -0.59, 0.40], [0.80, 0.03, -1.32], [-0.38, 0.52, 2.51], [-0.36, 0.61, -0.16]]
}



6.
{
  "formula": "C4H5N3",
  "method": "the ωB97M-V functional and the def2-TZVPD basis",
  "e_above_lowest_kcal_mol": 94.78,
  "energy_ha": -319.5612,
  "molar_mass_g_mol": 95.1,
  "fmax_ev_per_a": 1.38,
  "e_homo_ev": [-9.36, -9.36],
  "orbital_gap_ev": [7.24, 7.24],
  "symbols": ["C", "N", "C", "C", "N", "C", "N", "H", "H", "H", "H", "H"],
  "positions_angstrom": [[-1.52290, 0.27100, -0.14788], [-0.28656, -0.49234, -0.12006], [0.71612, -0.31297, 0.65586], [2.07388, -0.06736, -1.54851], [1.48919, -0.87197, -2.18414], [0.68735, 0.63173, 1.73409], [0.70014, 1.38379, 2.61229], [-1.66866, 0.79923, 0.79540], [-2.35807, -0.40617, -0.33018], [-1.44222, 0.98077, -0.97484], [-0.00446, -1.02245, -0.97789], [1.61619, -0.89326, 0.48585]],
  "forces_ev_per_a": [[-0.04, 0.04, 0.05], [0.37, 0.06, 0.17], [-0.39, -0.08, 0.00], [-0.44, -0.87, -0.99], [0.45, 0.82, 0.85], [-0.03, 0.62, 0.85], [-0.05, -0.72, -0.83], [0.05, -0.06, -0.13], [0.13, 0.06, 0.02], [-0.06, -0.03, 0.06], [0.08, 0.07, -0.02], [-0.07, 0.10, -0.02]]
}



7.
{
  "formula": "CH14NO4",
  "method": "the ωB97M-V functional and the def2-TZVPD basis",
  "e_above_lowest_kcal_mol": 29.28,
  "energy_ha": -401.9672,
  "molar_mass_g_mol": 104.1,
  "fmax_ev_per_a": 1.07,
  "charge": 1,
  "e_homo_ev": -13.57,
  "orbital_gap_ev": 10.32,
  "symbols": ["C", "N", "H", "H", "H", "H", "H", "H", "H", "H", "O", "H", "H", "O", "H", "H", "O", "H", "H", "O"],
  "positions_angstrom": [[-0.51482, 1.87149, 0.21856], [-0.44241, 0.56001, -0.46254], [0.15395, 2.54033, -0.30392], [-1.49540, 2.31246, 0.04912], [-0.26070, 1.80639, 1.26511], [0.50568, 0.15779, -0.47051], [-0.64993, 0.66656, -1.46017], [-0.99993, -0.22881, -0.06730], [5.61086, 3.32263, -3.59887], [4.61720, 4.51983, -3.81206], [4.76828, 3.58658, -3.97526], [2.84618, -0.70624, 0.10817], [2.12824, -1.95380, 0.66048], [2.03510, -1.22104, 0.02986], [-0.19269, -1.98110, 1.22100], [-1.70525, -2.37035, 0.95102], [-0.97399, -1.78506, 0.69037], [-5.83503, -3.50577, 2.64825], [-4.58248, -3.60404, 3.54130], [-5.01285, -3.98786, 2.76742]],
  "forces_ev_per_a": [[-0.30, 0.57, -0.60], [0.47, -0.52, -0.81], [0.46, 0.08, 0.11], [-0.15, -0.32, 0.36], [-0.04, -0.18, 0.14], [0.12, 0.05, 0.38], [-0.31, -0.03, 0.23], [-0.03, 0.29, 0.12], [0.07, 0.37, 0.05], [0.36, 0.04, 0.12], [-0.43, -0.41, -0.15], [0.12, -0.16, 0.03], [0.17, 0.28, -0.38], [-0.26, 0.05, 0.30], [-0.36, -0.20, 0.04], [0.48, 0.14, 0.04], [-0.38, -0.08, 0.02], [-0.06, 0.04, 0.11], [-0.27, -0.07, -0.08], [0.36, 0.06, -0.02]]
}



8.
{
  "formula": "C7H10",
  "method": "the ωB97M-V functional and the def2-TZVPD basis",
  "e_above_lowest_kcal_mol": 114.79,
  "energy_ha": -272.5351,
  "smiles": "C=C/C=C/CC=C",
  "molar_mass_g_mol": 94.2,
  "fmax_ev_per_a": 3.54,
  "e_homo_ev": -8.38,
  "orbital_gap_ev": 9.38,
  "symbols": ["C", "C", "C", "C", "C", "C", "C", "H", "H", "H", "H", "H", "H", "H", "H", "H", "H"],
  "positions_angstrom": [[0.85568, 1.65718, -2.50123], [1.52423, 0.65102, -1.97087], [0.98664, -0.53306, -1.17655], [0.71182, -0.52946, 0.13528], [-0.65428, -1.07276, 0.76011], [-1.66093, -0.29368, 1.71007], [-1.47295, 0.14535, 2.95751], [-0.20868, 1.59222, -2.65174], [1.11328, 2.42099, -3.20468], [2.52974, 0.29521, -2.20663], [0.52719, -1.38064, -1.66102], [1.44356, -0.27060, 0.88528], [-0.30573, -1.95135, 1.33168], [-1.17022, -1.40394, -0.08387], [-2.69700, 0.02422, 1.25320], [-2.19423, 0.89539, 3.28820], [-0.77907, -0.36894, 3.56374]],
  "forces_ev_per_a": [[-1.25, -0.73, -0.94], [1.95, -2.94, 0.31], [-1.99, 1.21, 0.17], [-1.37, 0.30, 1.69], [1.68, -0.98, 1.66], [-0.46, 1.23, -2.12], [-1.16, -0.43, -1.51], [-0.76, -0.09, 1.37], [1.57, 0.20, -0.04], [0.61, 1.71, -0.21], [-0.89, 0.38, -1.06], [-0.08, 1.57, 0.10], [-0.49, -0.06, -0.02], [-1.19, -0.74, -1.18], [2.41, -0.41, 0.28], [0.25, -0.62, 0.64], [1.16, 0.39, 0.87]]
}